Record 1
# C20H29INO10P

A 3-piece molecular cluster, C20H29INO10P overall at a distorted geometry (ωB97M-V with the def2-TZVPD basis set, the OMol25 dataset).

Element x y z (Å)
C  -3.218  -0.875  2.098
C  -1.663  -0.405  2.491
C  -0.629  -1.264  1.496
I  1.291  -0.218  1.552
N  -1.304  -1.305  0.143
C  -0.778  -2.409  -0.748
O  -0.798  -2.347  -2.109
O  -0.237  -3.698  -0.204
C  -1.331  -4.461  0.459
C  -0.747  -5.717  1.397
C  0.338  -5.108  2.496
C  -0.051  -5.022  4.106
C  1.036  -4.365  5.184
C  2.529  -3.789  4.726
C  2.931  -3.905  3.141
C  1.848  -4.553  2.095
P  -1.256  0.300  -0.633
O  0.129  0.514  -1.667
O  -2.756  0.725  -1.409
H  -3.265  -2.015  1.769
H  -3.730  -0.154  1.326
H  -3.839  -0.824  3.112
H  -1.592  0.748  2.307
H  -1.491  -0.742  3.599
H  -0.481  -2.304  2.011
H  -1.939  -3.721  1.171
H  -2.070  -4.907  -0.354
H  -1.663  -6.131  2.040
H  -0.319  -6.597  0.753
H  -1.079  -5.397  4.535
H  0.769  -4.280  6.341
H  3.299  -3.296  5.477
H  3.965  -3.523  2.700
H  2.129  -4.644  0.938
H  0.668  1.339  -1.397
H  -3.170  1.432  -0.798
C  5.055  1.456  -3.953
C  4.534  2.336  -2.835
C  5.222  2.112  -1.522
O  4.236  2.527  -0.592
C  3.028  2.313  -1.195
O  1.952  2.373  -0.625
O  3.188  2.019  -2.521
H  5.069  0.402  -3.655
H  4.403  1.525  -4.830
H  6.069  1.750  -4.242
H  4.569  3.390  -3.137
H  6.132  2.708  -1.418
H  5.457  1.060  -1.326
C  -1.984  5.567  -3.352
C  -3.263  5.132  -2.665
C  -3.566  5.900  -1.415
O  -4.362  4.983  -0.684
C  -3.968  3.735  -1.081
O  -4.296  2.699  -0.528
O  -3.153  3.804  -2.177
H  -1.143  5.586  -2.650
H  -1.715  4.860  -4.144
H  -2.095  6.563  -3.790
H  -4.100  5.160  -3.373
H  -4.118  6.823  -1.612
H  -2.677  6.134  -0.818

Forces on atoms 1 to 3 (eV/Å):
-0.156 -0.104 1.405
-1.068 -1.028 -0.832
-2.106 0.762 2.003

Total charge: 0
Structure (SMILES): CC[C@H](I)N(C(=O)OCCc1ccccc1)P(O)O.C[C@@H]1COC(=O)O1.C[C@@H]1COC(=O)O1
Frontier orbital gap, eV: 7.75


Record 2
# C3H5Cl3

One molecule with the formula C3H5Cl3 at a distorted geometry (ωB97M-V with the def2-TZVPD basis set, the OMol25 dataset).

Element x y z (Å)
C  -0.390  0.827  1.057
C  -0.374  -0.314  -0.005
Cl  -0.245  -2.006  0.796
Cl  -1.946  -0.265  -0.833
C  0.642  -0.390  -1.108
Cl  2.428  -0.177  -0.245
H  -1.239  0.644  1.576
H  0.415  0.924  1.630
H  -0.361  1.724  0.585
H  0.589  -1.363  -1.585
H  0.480  0.394  -1.866

Forces on atoms 1 to 3 (eV/Å):
-0.205 -3.012 -3.393
0.184 -0.816 1.118
-0.250 1.184 0.048

Total charge: 0
Structure (SMILES): CC(Cl)(Cl)CCl
Frontier orbital gap, eV: 11.35
Relative energy (zero: lowest compared OMol25 entry of this formula, charge and spin), kcal/mol: 21.2